# C33H31EuN2O2S5

A structure of composition C33H31EuN2O2S5 in a non-equilibrium geometry (ωB97M-V/def2-TZVPD, the Open Molecules 2025 dataset).

```
74
C33H31EuN2O2S5 (ωB97M-V/def2-TZVPD)
Eu 0.63096 0.69873 0.62317
C -2.77269 0.74864 3.72640
C -2.44559 0.46138 2.29079
C -2.17405 -0.84908 1.87051
C -2.18330 -1.97637 2.86904
C -1.90068 -1.10780 0.51310
C -1.71387 -2.53617 0.06718
C -1.92104 -0.05289 -0.42648
C -1.64653 -0.30739 -1.89781
C -2.28854 1.24875 -0.00905
C -2.62360 2.30737 -1.03387
C -2.45958 1.51548 1.36194
C -2.69109 2.93118 1.82043
H -1.86746 1.07858 4.23448
H -3.15914 -0.12869 4.22957
H -3.51887 1.53179 3.80578
H -3.19540 -2.34867 3.02962
H -1.77840 -1.64581 3.82079
H -1.56760 -2.80499 2.53988
H -0.84155 -2.97872 0.54670
H -1.60387 -2.62693 -1.00688
H -2.58283 -3.12004 0.36217
H -2.51767 -0.73405 -2.39554
H -0.80921 -0.99576 -2.02489
H -1.39536 0.62289 -2.40213
H -1.73817 2.85459 -1.36252
H -3.30969 3.02997 -0.60336
H -3.10731 1.86079 -1.90074
H -3.75326 3.17627 1.83366
H -2.18648 3.63053 1.15893
H -2.28896 3.08077 2.81834
S 0.53734 3.48318 -0.24728
C 1.13223 2.77447 -1.66243
N 1.18026 1.44904 -1.78457
C 1.79080 1.09237 -2.94818
C 2.18094 -0.31220 -3.18848
C 2.99815 -0.62945 -4.45612
C 3.42878 0.59072 -5.21091
C 3.06211 1.84036 -4.90160
C 2.24428 2.10252 -3.74516
S 1.79499 3.63915 -3.03083
H 1.35102 -1.00419 -3.02587
H 2.53341 -1.34218 -5.14427
H 4.05834 0.41056 -6.06926
H 3.39740 2.68037 -5.49234
S 1.01071 -1.83434 2.01806
C 1.97141 -2.10696 0.65943
N 2.32619 -1.10079 -0.13611
C 3.03704 -1.56080 -1.20119
C 3.41056 -0.66926 -2.31827
C 4.08058 -1.30360 -3.55348
C 4.07284 -2.80290 -3.53998
C 3.71783 -3.53674 -2.47901
C 3.20461 -2.91012 -1.29222
S 2.50363 -3.67488 0.11105
H 3.92997 0.22089 -1.95181
H 5.09716 -0.95607 -3.75504
H 4.41277 -3.28778 -4.44391
H 3.76180 -4.61536 -2.49362
O 6.38294 -0.89311 4.91136
C 6.04376 -0.49526 3.66777
O 6.85485 -0.50796 2.78063
C 4.64927 -0.02190 3.50474
C 3.63068 -0.38622 4.38680
C 2.36542 0.13520 4.24923
C 2.08315 1.05021 3.22818
S 0.50013 1.77083 3.09883
C 3.09576 1.37543 2.30067
C 4.35714 0.83738 2.44135
H 5.65363 -0.75777 5.53162
H 3.80888 -1.10631 5.17582
H 1.56727 -0.17110 4.90862
H 2.89059 2.13582 1.53091
H 5.15722 1.08886 1.76121
```

The calculation puts the relative energy (zero: lowest compared OMol25 entry of this formula, charge and spin) at 56.9 kcal per mole. The multiplicity is 7. For the HOMO-LUMO gap (alpha / beta), the calculation gives 5.6442 / 7.6141 eV. Its charge is 0.

Results of the Mulliken charge analysis, in e, for atoms 1 through 4:
1 Eu 0.537
2 C -2.219
3 C 0.952
4 C 1.436

# C33H31HfN6S2

A structure of composition C33H31HfN6S2 in a non-equilibrium geometry (ωB97M-V/def2-TZVPD, the Open Molecules 2025 dataset).

```
73
C33H31HfN6S2 (ωB97M-V/def2-TZVPD)
Hf 1.18308 -0.44190 0.28191
C -1.03192 -1.41830 -1.65819
N -1.33422 -0.72780 -0.38239
C -2.00152 -1.69590 0.51021
C -1.42322 -1.67590 1.92661
N 0.02258 -1.96500 1.95781
C 0.22378 -3.42360 1.77531
C 0.55818 -1.59100 3.27671
C -0.15442 -1.92190 4.42671
C 0.31798 -1.62450 5.68901
C 1.54618 -0.99770 5.82521
C 2.27048 -0.67520 4.70101
C 1.79608 -0.94850 3.41371
S 2.86728 -0.50340 2.09531
C -2.14662 0.52940 -0.60509
C -3.10972 0.50660 -1.80809
C -3.32082 3.19760 -1.46309
C -2.43642 3.89810 -0.44019
C -1.27622 3.52370 0.40621
C -0.31322 2.62280 0.17151
S 0.80478 1.90540 1.27971
H -1.94272 -1.79390 -2.13619
H -0.37492 -2.26950 -1.45549
H -0.51372 -0.76080 -2.35529
H -1.86692 -2.70260 0.10911
H -3.08132 -1.51810 0.56141
H -1.99272 -2.42240 2.49961
H -1.56072 -0.70800 2.41461
H 1.13398 -3.74130 2.28071
H 0.30118 -3.68490 0.71721
H -0.60092 -3.99550 2.21721
H -1.09992 -2.43390 4.34881
H -0.26762 -1.88470 6.55551
H 1.94308 -0.77860 6.80281
H 3.23348 -0.19770 4.78211
H -3.80312 -0.27990 -2.04599
H -3.80272 3.96080 -2.06889
H -2.49052 4.97960 -0.55129
H -1.27302 4.01080 1.37361
C -3.76762 3.25270 -0.02359
C -3.32132 1.92130 -2.25929
C -2.06512 1.17380 -2.69259
C -1.23572 1.36080 -1.50159
C -2.80762 1.02320 0.65511
C -3.59742 2.08260 0.83821
N -0.25502 2.13100 -1.16359
C 0.83778 2.48430 -2.00169
C 0.97768 3.75180 -2.53579
C 2.07258 4.02590 -3.33449
C 3.00818 3.03070 -3.58859
C 2.86758 1.77040 -3.05339
C 1.78248 1.46320 -2.21719
N 1.58878 0.21110 -1.66019
N 2.22768 -0.75510 -2.41669
C 2.57428 -1.85760 -1.82209
C 3.37088 -2.80730 -2.53739
C 3.96338 -3.82710 -1.87059
C 3.77108 -3.92820 -0.47039
C 2.93708 -3.05290 0.15411
N 2.24828 -2.07630 -0.49129
H -4.59832 3.88690 0.24241
H -4.07122 1.97540 -3.04259
H -1.77282 1.02550 -3.71579
H -2.73322 0.37200 1.50461
H -4.08082 2.17300 1.80351
H 0.22688 4.50340 -2.34449
H 2.18338 5.00120 -3.77479
H 3.86038 3.24420 -4.21429
H 3.58018 0.98930 -3.26299
H 3.52768 -2.61910 -3.58539
H 4.60938 -4.52820 -2.37639
H 4.29428 -4.67500 0.10051
H 2.81368 -3.07920 1.22921
```

The calculation puts the relative energy (zero: lowest compared OMol25 entry of this formula, charge and spin) at 110.2 kcal per mole. For the HOMO-LUMO gap, the calculation gives 5.6889 eV. Its charge is +1.

Results of the Mulliken charge analysis, in e, for atoms 1 through 4:
1 Hf 0.368
2 C -1.617
3 N 1.370
4 C -1.762

# C33H31IMoN3O2STe

A structure of composition C33H31IMoN3O2STe in a non-equilibrium geometry (ωB97M-V/def2-TZVPD, the Open Molecules 2025 dataset).

```
73
C33H31IMoN3O2STe (ωB97M-V/def2-TZVPD)
Mo -2.74415 0.40050 0.69974
O -3.77576 0.98852 2.03274
N -3.63353 1.39582 3.28567
C -4.68782 1.55964 4.12059
C -4.46883 1.98039 5.40247
C -3.15953 2.24579 5.83722
C -2.10106 2.05833 4.97753
C -2.34492 1.60410 3.67851
S -1.17658 1.25807 2.47718
H -5.66102 1.32906 3.70575
H -5.29979 2.11032 6.07791
H -2.99190 2.58862 6.84605
H -1.08288 2.25848 5.27504
I -3.88481 0.14184 -2.08410
C -3.57252 2.19392 -1.49930
C -4.07234 3.28494 -2.16390
C -3.89296 4.53601 -1.57092
C -3.17426 4.61375 -0.38592
C -2.67547 3.45542 0.18510
N -2.89440 2.22935 -0.33725
H -4.61610 3.17833 -3.08804
H -4.31386 5.41468 -2.03474
H -3.00562 5.56392 0.09936
H -2.07744 3.48590 1.08918
C 6.01238 -2.99500 1.23226
C 4.76101 -2.27864 0.88631
C 4.32815 -2.17226 -0.43428
C 3.16655 -1.50588 -0.79090
C 2.69577 -1.50209 -2.20793
C 2.42109 -0.92061 0.24349
Te 0.83549 0.47462 -0.03352
N -1.03768 -0.35006 -0.00474
C -1.54893 -1.59000 0.07431
O -2.60564 -1.57597 0.78164
C -1.15846 -2.81630 -0.59242
C -2.17768 -3.63507 -1.10078
C -1.85611 -4.87096 -1.62230
C -0.54191 -5.31905 -1.59670
C 0.46093 -4.52194 -1.06366
C 0.16267 -3.26584 -0.57492
C 0.90604 0.99447 -2.11056
C 0.04401 0.50146 -3.08399
C 0.19527 0.93604 -4.39223
C 1.20930 1.82628 -4.71520
C 2.06402 2.30959 -3.73710
C 1.91388 1.91472 -2.41358
C 2.79110 2.43234 -1.32090
C 2.81081 -1.02313 1.59276
C 1.96135 -0.43310 2.68122
C 3.96923 -1.71283 1.88760
H 6.24891 -3.75072 0.49004
H 5.94654 -3.45539 2.21500
H 6.84607 -2.29174 1.25722
H 4.91367 -2.63113 -1.21390
H 3.11382 -2.35255 -2.73667
H 3.02145 -0.60764 -2.73727
H 1.60661 -1.56161 -2.25270
H -3.20322 -3.28863 -1.09595
H -2.63435 -5.49759 -2.02397
H -0.30143 -6.29835 -1.97673
H 1.47428 -4.88521 -1.00551
H 0.92162 -2.66530 -0.09544
H -0.71521 -0.23600 -2.83905
H -0.46357 0.56257 -5.16160
H 1.34632 2.14644 -5.73572
H 2.84991 3.00132 -3.99961
H 3.61031 3.02014 -1.72615
H 3.21645 1.61118 -0.73412
H 2.21773 3.07447 -0.64738
H 0.89724 -0.63808 2.49236
H 2.12088 0.64904 2.75204
H 2.21960 -0.86526 3.64723
H 4.27126 -1.81643 2.91816
```

For the HOMO-LUMO gap (alpha / beta), the calculation gives 7.0143 / 6.9534 eV. Its charge is +3.

Results of the Mulliken charge analysis, in e, for atoms 1 through 4:
1 Mo 0.158
2 O -0.788
3 N 0.515
4 C -0.202